Molecular formula: C4H8Cl2N4
Method: DFT, ωB97M-V with the def2-TZVPD basis set

HOMO level (alpha / beta) ... -14.5 / -18.2 eV
<S²> ... 2.032
Net charge ... +2
Gap between HOMO and LUMO (alpha / beta) ... 6.2 / 6.9 eV
Spin multiplicity ... 3

The geometry in XYZ format:
```
18
Properties=species:S:1:pos:R:3:nbo_charge:R:1
C 0.0568 -1.7020 -0.5715 0.2456
C 0.8493 0.1679 0.8063 0.3570
C -0.1158 1.1367 1.0046 0.0840
C -0.0699 -0.1645 -2.4919 0.0143
N 0.5570 -1.1127 0.4053 -0.4775
N -0.5832 -1.0858 -1.7188 -0.3922
N 2.2088 0.3858 0.9849 -0.6100
N -1.5241 0.8090 1.4604 -0.7279
Cl 1.4218 0.5703 -2.1590 0.1343
Cl -2.0618 -1.8455 -2.2196 0.2618
H -0.1546 -2.7830 -0.4833 0.2511
H 0.1961 2.1493 1.3761 0.2575
H -0.7627 0.2486 -3.2119 0.2586
H 2.7949 1.2465 1.2243 0.4669
H 2.6641 -0.4182 0.9957 0.4170
H -2.1783 1.0412 0.5823 0.5006
H -1.7847 1.4776 2.2938 0.5028
H -1.5135 -0.1211 1.7220 0.4560
```

---

Molecular formula: C4H11CsNO
Method: DFT, ωB97M-V with the def2-TZVPD basis set

ΔE to the lowest compared entry with this formula, charge and spin ... 4.14 kcal per mole
HOMO level (alpha / beta) ... -18.0 / -18.0 eV
<S²> ... 0.754
Net charge ... +2
Gap between HOMO and LUMO (alpha / beta) ... 11.8 / 5.8 eV
Spin multiplicity ... 2

The geometry in XYZ format:
```
18
Properties=species:S:1:pos:R:3:nbo_charge:R:1
Cs 2.0410 -0.1153 4.0581 0.9967
C -0.4279 1.1635 1.5193 -0.6340
C -0.2305 -0.2972 0.9640 -0.0920
C -0.7496 -0.4774 -0.4670 -0.1434
O 0.2636 0.0017 -1.4084 -0.0384
C 0.0255 -0.0885 -2.8386 -0.3403
N 1.1484 -0.6404 1.2272 -0.8595
H -0.0472 1.3390 2.5255 0.2098
H -1.4817 1.3392 1.7355 0.2520
H -0.1604 1.9518 0.8157 0.2387
H -0.8218 -0.9826 1.5712 0.2324
H -1.7685 -0.1496 -0.6734 0.3037
H -0.9510 -1.4937 -0.8058 0.2924
H -0.7193 0.6571 -3.1169 0.2868
H -0.1902 -1.0831 -3.2288 0.2754
H 0.8393 0.2804 -3.4630 0.2684
H 1.8577 0.0229 0.9496 0.3746
H 1.3727 -1.4279 0.6359 0.3766
```

---

Molecular formula: C30H23BeN5O6S
Method: DFT, ωB97M-V with the def2-TZVPD basis set

ΔE to the lowest compared entry with this formula, charge and spin ... 44.34 kcal per mole
HOMO level ... -7.2 eV
Gap between HOMO and LUMO ... 6.7 eV

The geometry in XYZ format:
```
66
Properties=species:S:1:pos:R:3:nbo_charge:R:1
Be -0.3991 0.3962 -0.7107 1.5906
O -1.0581 -5.3283 -5.1870 -0.3735
N -0.7305 -5.0369 -4.0534 0.5277
O -0.3155 -5.8323 -3.2316 -0.3736
C -0.8940 -3.6264 -3.6212 0.0833
C -1.8985 -2.9346 -4.2240 -0.2409
C -2.1047 -1.5805 -3.8599 -0.0907
C -3.0237 -0.7138 -4.4836 -0.1112
C -3.0465 0.6081 -4.1258 -0.2686
C -2.1983 1.0663 -3.1051 0.0807
N -1.3872 0.2698 -2.4414 -0.5498
C -1.3180 -1.0267 -2.8441 0.2254
C -0.2993 -1.7947 -2.1960 0.2091
N 0.3541 -1.1413 -1.2447 -0.7717
C 1.4223 -1.7411 -0.5741 0.2136
C 1.8990 -3.0153 -1.1697 -0.2429
C 1.1876 -3.6668 -2.0961 -0.1541
C -0.0367 -3.0936 -2.6282 -0.1297
H -2.5061 -3.4112 -4.9792 0.2435
H -3.6794 -1.0948 -5.2594 0.2231
H -3.7067 1.3101 -4.6193 0.2264
H -2.1900 2.1161 -2.8332 0.2044
H 1.2289 -1.8231 0.4996 0.2090
H 2.8527 -3.3927 -0.8165 0.2199
H 1.5467 -4.6087 -2.4812 0.2342
C 2.6929 -1.4949 5.7784 -0.6328
C 2.6717 -0.9380 4.3789 0.0231
C 3.6523 -1.3129 3.4547 -0.2206
C 3.6267 -0.8319 2.1613 -0.1607
C 2.6051 0.0426 1.7910 -0.4087
C 1.6297 0.4383 2.6879 -0.0717
C 1.6801 -0.0504 3.9830 -0.2190
S 2.5686 0.5642 0.1170 2.3605
O 2.6061 -0.7468 -0.6835 -0.7370
O 3.7551 1.3023 -0.1834 -0.9058
N 1.2031 1.2615 -0.1966 -1.0735
C 1.0529 2.6045 0.2534 0.1460
C 2.0026 3.4378 0.7986 -0.2583
C 1.6647 4.7489 1.2046 -0.1762
C 0.3969 5.2328 1.0899 -0.2174
C -0.6115 4.3972 0.5559 -0.0997
C -1.9659 4.7762 0.4417 -0.1113
C -2.8843 3.8744 -0.0111 -0.2699
C -2.4546 2.5900 -0.3928 0.0737
N -1.1956 2.2233 -0.3611 -0.5447
C -0.2772 3.0971 0.1334 0.2044
H 3.0371 -2.5298 5.7785 0.2218
H 1.7016 -1.4614 6.2305 0.2222
H 3.3722 -0.9216 6.4148 0.2259
H 4.4373 -1.9975 3.7559 0.2173
H 4.3821 -1.1237 1.4406 0.2344
H 0.8282 1.0950 2.3795 0.2317
H 0.9103 0.2414 4.6882 0.2177
H 3.0229 3.1029 0.9165 0.2459
H 2.4430 5.3764 1.6215 0.2201
H 0.1472 6.2375 1.4127 0.2166
H -2.2632 5.7776 0.7310 0.2190
H -3.9338 4.1286 -0.0881 0.2269
H -3.1674 1.8352 -0.7070 0.2244
C -3.4083 -0.9570 1.7243 -0.2777
O -2.7129 -0.3520 0.6282 -0.5851
C -1.3215 -0.3572 0.6992 0.2207
O -0.8123 -0.8915 1.6736 -0.7150
H -4.4588 -0.7111 1.5899 0.1796
H -3.0461 -0.5738 2.6757 0.1857
H -3.2761 -2.0383 1.7193 0.1832
```

---

Molecular formula: C20H18N4O
Method: DFT, ωB97M-V with the def2-TZVPD basis set

ΔE to the lowest compared entry with this formula, charge and spin ... 28.39 kcal per mole
HOMO level ... -7.8 eV
Structure (SMILES) ... c1ccc(N2CCN(c3ncnc4c3oc3ccccc34)CC2)cc1
Gap between HOMO and LUMO ... 8.2 eV

The geometry in XYZ format:
```
43
Properties=species:S:1:pos:R:3:nbo_charge:R:1
C -5.6021 -0.7149 -1.9081 -0.2641
C -4.8972 -1.7972 -1.4104 -0.1817
C -3.9232 -1.6217 -0.4481 -0.2998
C -3.6167 -0.3475 0.0462 0.2707
C -4.3321 0.7372 -0.4703 -0.3116
C -5.3108 0.5493 -1.4272 -0.1697
H -5.8447 1.4080 -1.8084 0.2099
H -4.1238 1.7443 -0.1444 0.2069
N -2.6634 -0.2187 1.0408 -0.4528
C -1.5389 -1.1384 1.0605 -0.2112
H -1.3553 -1.5025 0.0432 0.2023
C -0.2661 -0.4552 1.5802 -0.2324
N -0.1032 0.8377 0.9677 -0.3971
C 1.0027 1.2504 0.3204 0.4055
N 0.9733 2.4923 -0.1857 -0.5227
C 2.0308 2.9647 -0.8236 0.2716
N 3.1808 2.3686 -1.0429 -0.4774
C 3.2456 1.1271 -0.5500 0.1541
C 2.1873 0.5133 0.1338 0.1446
O 2.5185 -0.7572 0.5323 -0.4319
C 3.7969 -0.9615 0.1076 0.2989
C 4.5501 -2.1084 0.2918 -0.2595
C 5.8351 -2.1066 -0.2177 -0.1865
C 6.3543 -1.0004 -0.8896 -0.2340
C 5.6033 0.1420 -1.0744 -0.1694
C 4.3092 0.1612 -0.5692 -0.0852
H 5.9923 1.0041 -1.5918 0.2278
H 7.3637 -1.0443 -1.2699 0.2165
H 6.4517 -2.9838 -0.0912 0.2171
H 4.1449 -2.9614 0.8125 0.2266
H 1.9291 3.9721 -1.2059 0.1760
C -1.2216 1.7584 1.0733 -0.2203
H -0.9284 2.6326 1.6655 0.2061
C -2.4071 1.0315 1.7086 -0.2247
H -3.2951 1.6597 1.6791 0.2258
H -2.1966 0.8215 2.7635 0.1944
H -1.4777 2.1089 0.0683 0.2175
H -0.3150 -0.3436 2.6710 0.1876
H 0.5922 -1.0824 1.3480 0.2483
H -1.7564 -2.0043 1.7017 0.1896
H -3.4091 -2.4870 -0.0599 0.2112
H -5.1120 -2.7936 -1.7691 0.2111
H -6.3653 -0.8544 -2.6582 0.2119
```

---

Going through the records in order, we get energy values of -1295.760574; -308.444604; -2295.170523; -1067.210200 Ha.